Here is a molecular structure, C43H75Br3Cl14NO14 from OMol25. Energies are from wB97M-V/def2-TZVPD.

Its net charge is -1. The HOMO-LUMO gap comes out at 4.82 eV. The calculation puts the molar mass at 1566.12 g/mol.

Each line ends with the Löwdin charge.
Positions of all 150 atoms, in Å:
C1 0.940 0.510 -3.016  -0.101
C2 0.151 -0.575 -2.227  -0.251
C3 -0.767 -0.118 -1.152  -0.185
C4 -0.128 0.856 -0.185  -0.082
N1 -0.939 0.847 1.170  -0.142
C5 -0.369 1.882 2.169  -0.129
C6 -0.636 1.225 3.507  -0.187
C7 -0.210 -0.179 3.286  -0.199
C8 -0.867 -0.547 1.955  -0.050
C9 -2.400 1.226 0.993  -0.004
H1 0.261 1.155 -3.570  -0.023
H2 1.696 0.066 -3.660  0.052
H3 1.395 1.178 -2.279  0.032
H4 0.842 -1.344 -1.872  0.072
H5 -0.383 -1.174 -2.969  0.077
H6 -1.194 -0.923 -0.544  0.100
H7 -1.709 0.284 -1.537  0.102
H8 -0.113 1.891 -0.540  0.083
H9 0.910 0.807 0.154  0.117
H10 -0.815 2.867 2.042  0.096
H11 0.702 1.950 1.957  0.042
H12 -1.643 1.118 3.913  0.094
H13 0.001 1.825 4.158  0.091
H14 -0.650 -0.772 4.094  0.064
H15 0.851 -0.384 3.433  0.089
H16 -1.884 -0.888 2.134  0.091
H17 -0.267 -1.243 1.373  0.094
H18 -2.958 0.477 0.432  0.115
H19 -2.298 2.137 0.407  0.046
H20 -2.861 1.369 1.967  0.112
O1 1.592 2.567 0.881  -0.345
C10 2.595 3.317 0.233  -0.384
C11 2.952 3.009 -1.230  -0.383
O2 3.878 3.727 -2.086  -0.398
H21 3.525 3.275 0.830  0.104
H22 2.437 4.387 0.464  -0.059
H23 2.024 2.927 -1.821  0.004
H24 3.346 1.978 -1.259  0.055
O3 -5.913 1.317 0.579  0.098
C12 -5.044 2.072 0.208  -0.448
O4 -4.310 2.756 1.133  -0.082
C13 -3.486 3.726 0.477  -0.145
C14 -3.295 3.145 -0.873  -0.206
C15 -4.541 2.362 -1.218  -0.027
H25 -2.553 3.957 0.992  0.124
H26 -4.106 4.616 0.618  0.144
H27 -2.348 2.639 -1.062  0.074
H28 -3.213 3.859 -1.699  0.125
H29 -4.181 1.404 -1.589  0.101
H30 -5.200 2.808 -1.957  0.139
O5 -2.915 -1.111 -3.475  0.100
C16 -3.974 -1.346 -2.945  -0.514
O6 -4.804 -0.363 -2.597  -0.003
C17 -5.744 -0.876 -1.596  -0.133
C18 -5.920 -2.284 -2.045  -0.136
C19 -4.578 -2.694 -2.744  -0.039
H31 -6.634 -0.254 -1.571  0.133
H32 -5.179 -0.727 -0.675  0.096
H33 -6.754 -2.392 -2.740  0.113
H34 -6.235 -2.980 -1.264  0.110
H35 -4.826 -3.179 -3.685  0.126
H36 -3.727 -3.195 -2.278  0.123
O7 5.034 -0.901 8.367  0.094
C20 4.301 -1.227 7.459  -0.498
O8 3.510 -0.373 6.816  0.037
C21 3.004 -0.915 5.557  -0.155
C22 3.466 -2.360 5.564  -0.157
C23 4.342 -2.582 6.778  -0.066
H37 3.537 -0.392 4.762  0.025
H38 1.943 -0.751 5.378  0.109
H39 4.063 -2.498 4.661  0.103
H40 2.602 -3.017 5.460  0.114
H41 5.377 -2.771 6.502  0.127
H42 3.889 -3.328 7.428  0.124
O9 -4.777 -2.099 1.328  0.110
C24 -4.033 -3.050 1.348  -0.507
O10 -2.833 -3.043 0.760  -0.004
C25 -1.928 -3.965 1.429  -0.147
C26 -2.742 -4.550 2.528  -0.172
C27 -4.181 -4.318 2.138  -0.072
H43 -0.998 -3.447 1.651  0.122
H44 -1.753 -4.765 0.707  0.105
H45 -2.429 -4.116 3.477  0.095
H46 -2.661 -5.630 2.411  0.118
H47 -4.937 -4.267 2.917  0.130
H48 -4.434 -5.147 1.475  0.131
O11 1.915 -4.994 -7.056  0.113
C28 2.198 -3.925 -6.609  -0.475
O12 2.771 -3.764 -5.385  -0.033
C29 3.028 -2.412 -5.035  -0.197
C30 2.051 -1.628 -5.933  -0.143
C31 2.002 -2.511 -7.206  -0.048
H49 4.075 -2.183 -5.243  0.084
H50 2.982 -2.293 -3.952  0.093
H51 2.274 -0.571 -6.057  0.078
H52 1.108 -1.697 -5.385  0.110
H53 2.934 -2.373 -7.759  0.128
H54 1.119 -2.400 -7.829  0.111
O13 2.097 -1.605 1.021  0.099
C32 3.168 -1.052 1.177  -0.467
O14 3.805 -0.887 2.324  -0.048
C33 5.187 -0.644 2.070  -0.288
C34 5.351 -0.708 0.554  -0.128
C35 3.964 -0.302 0.097  -0.081
H55 5.638 -1.546 2.487  0.137
H56 5.545 0.318 2.429  -0.109
H57 5.517 -1.614 -0.029  0.119
H58 6.083 0.067 0.324  0.123
H59 3.560 -0.564 -0.881  0.113
H60 3.823 0.784 0.114  0.101
C36 4.575 1.301 -3.972  -1.003
Cl1 5.376 -0.297 -3.652  0.494
Cl2 4.163 1.629 -5.627  0.545
H61 3.641 1.216 -3.420  -0.022
H62 5.080 2.111 -3.442  0.027
C37 -5.576 2.221 4.149  -1.047
Cl3 -6.626 3.457 3.484  0.541
Cl4 -6.451 0.706 4.331  0.499
H63 -4.740 2.038 3.481  0.005
H64 -5.276 2.458 5.166  -0.003
C38 1.168 4.445 -3.444  -0.960
Cl5 0.421 5.580 -4.577  0.472
Cl6 -0.133 3.555 -2.622  0.554
H65 1.788 3.715 -3.957  0.023
H66 1.670 5.045 -2.692  0.007
C39 -3.468 -1.185 6.436  -0.963
Cl7 -3.617 0.570 6.844  0.503
Cl8 -3.153 -1.537 4.735  0.596
H67 -2.651 -1.619 7.006  0.025
H68 -4.381 -1.655 6.790  0.027
C40 1.493 -4.598 -2.236  -0.980
Cl9 1.492 -6.001 -3.402  0.492
Cl10 -0.093 -4.055 -1.781  0.600
H69 2.046 -5.025 -1.404  0.022
H70 2.105 -3.843 -2.721  0.002
C41 4.105 1.748 2.900  -0.859
Cl11 5.407 1.016 3.843  0.745
Cl12 2.720 2.077 3.948  0.663
H71 4.450 2.650 2.406  0.047
H72 3.640 1.040 2.221  0.012
C42 1.342 4.947 0.844  -0.999
Cl13 0.149 5.801 -0.230  0.495
Cl14 0.814 5.005 2.530  0.552
H73 1.411 3.866 0.702  -0.122
H74 2.361 5.314 0.756  0.079
C43 -0.613 2.181 -7.712  -1.466
Br1 1.030 3.277 -7.254  0.487
Br2 -1.094 1.358 -6.003  0.575
Br3 -0.202 0.795 -9.046  0.515
H75 -1.452 2.737 -8.115  -0.023

Here is a molecular structure, C4H11BaO3 from OMol25. Energies are from wB97M-V/def2-TZVPD.

Its net charge is -1. The HOMO-LUMO gap comes out at 3.68 eV. The calculation puts the molar mass at 244.46 g/mol. As for the energy above the lowest of the compared OMol25 structures with the same formula, charge and spin: 0.0 kJ/mol.

Each line ends with the Löwdin charge.
Positions of all 19 atoms, in Å:
C1 0.366 -1.991 2.454  -0.269
H1 0.430 -3.093 2.548  0.036
H2 0.337 -1.621 3.497  0.053
H3 -0.612 -1.802 1.970  0.046
O1 1.583 -1.607 1.650  -0.835
Ba1 3.064 -2.396 -0.231  0.212
H4 0.967 0.102 1.042  0.097
O2 0.417 0.978 1.350  -0.145
C2 0.037 1.202 -2.889  -0.143
O3 0.022 1.549 -1.529  -0.201
C3 -0.847 0.751 -0.762  -0.253
C4 -0.804 1.176 0.691  -0.294
H5 0.785 1.828 -3.389  0.086
H6 0.315 0.144 -3.043  0.072
H7 -0.959 1.353 -3.343  0.082
H8 -0.554 -0.313 -0.850  0.112
H9 -1.886 0.845 -1.132  0.121
H10 -1.622 0.645 1.213  0.107
H11 -1.040 2.250 0.753  0.116

Here is a molecular structure, C18H14ClN3O2W from OMol25. Energies are from wB97M-V/def2-TZVPD.

The expectation value of S² is 2.152. Its net charge is +2. The HOMO-LUMO gap (alpha / beta) comes out at 4.84 / 4.31 eV. The calculation puts the molar mass at 523.62 g/mol. As for the energy above the lowest of the compared OMol25 structures with the same formula, charge and spin: 67.3 kJ/mol. As for the multiplicity: 3.

Each line ends with the Mulliken spin population.
Positions of all 39 atoms, in Å:
Cl1 4.853 -2.185 0.164  0.920
C1 2.448 0.706 -2.785  -0.071
C2 1.389 -0.036 -3.426  0.067
C3 1.771 -1.420 -3.428  -0.007
H1 0.533 0.401 -3.918  0.013
C4 3.073 -1.566 -2.810  0.039
C5 3.474 -0.237 -2.417  -0.030
H2 4.442 -0.026 -1.994  -0.002
H3 2.495 1.785 -2.751  -0.005
H4 1.232 -2.227 -3.893  0.013
C6 3.898 -2.788 -2.789  0.004
W1 1.699 -0.806 -1.382  1.015
C7 0.532 -2.474 -1.023  -0.042
O1 -0.388 -3.046 -0.605  0.059
C8 2.750 -0.635 0.458  -0.007
O2 2.965 -0.399 1.566  0.045
H5 3.308 -3.717 -2.777  0.000
H6 4.591 -2.791 -1.925  -0.007
H7 4.473 -2.733 -3.729  0.004
N1 -5.576 1.730 6.140  0.000
C9 -4.856 1.631 5.228  0.000
C10 -3.981 1.480 4.102  0.000
C11 -2.592 1.431 4.302  0.000
C12 -1.758 1.223 3.205  0.001
C13 -2.350 1.147 1.956  -0.002
C14 -3.712 1.244 1.733  0.000
C15 -4.549 1.373 2.828  0.000
N2 -1.504 1.040 0.824  0.002
C16 -1.844 1.422 -0.479  -0.011
C17 -0.851 1.019 -1.301  0.010
N3 0.078 0.299 -0.527  0.011
C18 -0.300 0.441 0.768  -0.030
H8 -2.181 1.565 5.305  0.000
H9 -0.670 1.196 3.267  0.000
H10 -4.085 1.239 0.718  0.000
H11 -5.630 1.401 2.700  0.000
H12 -2.755 1.950 -0.625  0.000
H13 -0.677 1.232 -2.338  -0.001
H14 0.253 0.133 1.656  0.009

Here is 2 unconnected molecules or ions with the total composition C6H12 from OMol25. Energies are from wB97M-V/def2-TZVPD.

The HOMO-LUMO gap comes out at 8.61 eV. The calculation puts the molar mass at 84.16 g/mol. As for the energy above the lowest of the compared OMol25 structures with the same formula, charge and spin: 452.3 kJ/mol.

Each line ends with the Löwdin charge.
Positions of all 18 atoms, in Å:
C1 2.047 1.688 -0.467  -0.048
C2 0.992 -0.957 0.660  0.103
C3 0.021 -1.188 -0.357  -0.362
C4 -1.252 -1.810 0.319  -0.068
C5 -1.346 -0.472 -0.261  -0.316
C6 -1.512 0.754 0.604  -0.072
H1 1.786 1.107 -1.355  0.023
H2 1.568 2.668 -0.519  0.022
H3 3.129 1.816 -0.423  0.021
H4 1.707 1.162 0.432  -0.015
H5 1.959 -1.363 0.299  0.018
H6 0.239 -1.610 -1.341  0.120
H7 -1.203 -1.904 1.399  0.108
H8 -1.646 -2.670 -0.214  0.109
H9 -1.823 -0.419 -1.238  0.136
H10 -2.563 0.878 0.886  0.077
H11 -1.194 1.654 0.066  0.074
H12 -0.908 0.666 1.510  0.071

Here is a molecular structure, C36H25N6O2PPtS3 from OMol25. Energies are from wB97M-V/def2-TZVPD.

The HOMO-LUMO gap comes out at 5.86 eV. The calculation puts the molar mass at 895.89 g/mol. As for the energy above the lowest of the compared OMol25 structures with the same formula, charge and spin: 307.2 kJ/mol.

Each line ends with the Löwdin charge.
Positions of all 74 atoms, in Å:
Pt1 0.273 1.551 0.030  0.920
N1 1.285 -2.634 6.240  0.107
C1 0.932 -1.503 5.539  -0.315
C2 1.814 -0.934 4.611  -0.020
C3 1.409 0.122 3.820  -0.047
C4 0.130 0.640 3.969  -0.297
C5 -0.745 0.119 4.915  -0.055
C6 -0.344 -0.944 5.696  -0.023
S1 -0.468 1.867 2.874  0.609
O1 0.661 2.542 2.246  -0.378
O2 -1.440 2.686 3.522  -0.255
N2 -1.077 1.009 1.609  -0.231
C7 -2.412 0.763 1.448  -0.490
N3 -3.214 0.693 2.514  0.138
C8 -4.511 0.552 2.289  -0.113
C9 -5.047 0.431 1.016  -0.048
C10 -4.122 0.403 -0.013  -0.125
N4 -2.823 0.567 0.185  0.093
H1 2.258 -2.876 6.294  0.093
H2 0.732 -2.877 7.043  0.093
H3 2.816 -1.331 4.511  0.113
H4 2.080 0.559 3.090  0.101
H5 -1.724 0.567 5.019  0.111
H6 -1.018 -1.358 6.436  0.112
H7 -5.140 0.515 3.172  0.113
H8 -6.109 0.341 0.845  0.099
H9 -4.430 0.242 -1.041  0.114
C11 -3.079 -3.933 -1.041  -0.070
C12 -2.669 -3.476 -2.285  -0.067
C13 -1.830 -2.375 -2.384  -0.078
C14 -1.376 -1.747 -1.228  -0.345
C15 -1.791 -2.207 0.022  -0.090
C16 -2.644 -3.292 0.112  -0.062
P1 -0.220 -0.353 -1.308  1.044
C17 -0.263 0.164 -3.037  -0.418
C18 0.792 -0.026 -3.921  -0.113
C19 0.665 0.404 -5.233  -0.067
C20 -0.494 1.038 -5.657  -0.064
C21 -1.539 1.251 -4.766  -0.058
C22 -1.422 0.819 -3.457  -0.102
C23 1.374 -1.214 -1.111  -0.302
C24 1.586 -2.481 -1.596  -0.062
C25 2.847 -3.093 -1.454  -0.059
C26 3.866 -2.431 -0.827  -0.016
C27 3.673 -1.132 -0.300  -0.157
C28 4.704 -0.415 0.352  -0.032
C29 4.480 0.844 0.830  -0.058
C30 3.209 1.449 0.688  -0.128
C31 2.195 0.768 0.088  -0.341
C32 2.402 -0.521 -0.448  -0.215
H10 -3.734 -4.792 -0.969  0.107
H11 -2.991 -3.985 -3.184  0.108
H12 -1.511 -2.024 -3.356  0.110
H13 -1.441 -1.708 0.917  0.106
H14 -2.961 -3.648 1.084  0.110
H15 1.705 -0.504 -3.590  0.108
H16 1.479 0.247 -5.929  0.110
H17 -0.581 1.368 -6.683  0.108
H18 -2.435 1.761 -5.094  0.110
H19 -2.223 0.983 -2.744  0.102
H20 0.786 -3.013 -2.095  0.107
H21 2.998 -4.089 -1.849  0.107
H22 4.837 -2.898 -0.718  0.117
H23 5.677 -0.880 0.452  0.113
H24 5.275 1.398 1.311  0.110
H25 3.050 2.453 1.063  0.110
S2 -0.659 3.656 -0.892  0.595
C33 0.703 3.930 -1.872  -1.143
S3 1.693 2.545 -2.100  0.813
C34 1.009 5.146 -2.422  -0.380
C35 0.217 6.304 -2.167  -0.246
N5 -0.410 7.247 -1.963  0.158
C36 2.172 5.303 -3.230  -0.252
N6 3.109 5.446 -3.886  0.155

Here is a molecular structure, C3H6NOP from OMol25. Energies are from wB97M-V/def2-TZVPD.

The expectation value of S² is 2.021. The HOMO-LUMO gap (alpha / beta) comes out at 9.37 / 7.76 eV. The calculation puts the molar mass at 103.06 g/mol. As for the energy above the lowest of the compared OMol25 structures with the same formula, charge and spin: 256.5 kJ/mol. As for the multiplicity: 3.

Each line ends with the Mulliken spin population.
Positions of all 12 atoms, in Å:
C1 -0.148 1.089 -0.171  -0.006
C2 0.595 -0.154 -0.046  0.587
C3 -1.584 0.964 -0.320  -0.013
N1 -0.282 -1.718 -0.850  1.071
O1 0.655 2.058 -0.094  0.251
P1 2.382 -0.185 -0.295  0.073
H1 -2.075 1.672 0.338  -0.001
H2 -2.057 0.923 -1.264  0.006
H3 -1.915 -0.101 -0.073  0.008
H4 0.565 -2.236 -1.075  -0.019
H5 2.662 1.147 0.029  -0.003
H6 2.684 -0.583 1.033  0.046